No. 1
Here is a structure of composition C18H9F6N5O4PdS3SeTe from the Open Molecules 2025 dataset. Energies are from wB97M-V/def2-TZVPD.

Each line ends with the Löwdin charge.
Cartesian coordinates (Å):
Pd -1.33 1.08 0.29  0.578
F -6.43 -1.13 -0.24  0.158
C -5.38 -1.39 0.53  -0.695
F -5.74 -1.34 1.80  0.156
F -4.93 -2.61 0.25  0.150
S -4.03 -0.20 0.17  0.602
O -3.76 -0.24 -1.23  -0.271
O -2.93 -0.59 1.05  -0.342
N -4.74 1.13 0.67  -0.283
S -4.04 2.51 0.59  0.619
O -2.79 2.46 -0.23  -0.505
O -4.91 3.59 0.31  -0.225
C -3.45 2.83 2.33  -0.679
F -2.94 1.73 2.89  0.114
F -4.49 3.22 3.06  0.153
F -2.53 3.78 2.32  0.129
Se 5.07 -3.37 -0.80  1.112
N 4.11 -2.76 0.57  -0.217
C 3.07 -2.16 0.07  -0.348
C 2.06 -1.49 0.89  -0.091
C 2.14 -1.50 2.28  0.013
C 1.18 -0.82 3.00  -0.027
C 0.21 -0.12 2.31  -0.104
N 0.14 -0.09 0.98  -0.040
C 1.03 -0.80 0.25  -0.132
C 0.87 -0.86 -1.22  -0.169
N -0.20 -0.27 -1.74  0.106
C -0.38 -0.30 -3.05  -0.097
C 0.52 -0.92 -3.92  -0.028
C 1.63 -1.54 -3.39  0.008
C 1.82 -1.52 -2.01  -0.098
C 2.96 -2.16 -1.37  -0.348
N 3.92 -2.75 -2.02  -0.216
H 2.95 -2.03 2.76  0.125
H 1.19 -0.80 4.08  0.118
H -0.54 0.46 2.84  0.114
H -1.27 0.18 -3.43  0.122
H 0.34 -0.92 -4.99  0.110
H 2.35 -2.04 -4.02  0.120
Te 0.27 3.04 -0.16  0.981
C 2.15 2.11 -0.09  -1.031
C 2.85 1.58 -1.14  -0.259
C 4.10 1.02 -0.75  -0.191
C 4.33 1.13 0.59  -0.413
S 3.05 1.95 1.37  0.940
H 2.48 1.59 -2.15  0.103
H 4.80 0.55 -1.44  0.107
H 5.19 0.80 1.14  0.070

Output
* E_tot: -5857.17848 hartree
* relative energy (zero: lowest compared OMol25 entry of this formula, charge and spin): 0.0 kcal per mole
* maximum force: 0.0115 Eh/bohr
* frontier orbital gap: 6.699 eV

***

No. 2
Here is an isolated molecule of C19H10BrCl2N3OS in a non-equilibrium geometry from the Open Molecules 2025 dataset. Energies are from wB97M-V/def2-TZVPD.

Each line ends with the Löwdin charge.
Cartesian coordinates (Å):
O -3.99 0.86 1.98  0.061
Cl -3.40 -0.22 -2.14  0.674
Cl -1.41 -2.13 2.68  0.716
Br 5.73 -0.01 -0.63  0.721
N 0.87 2.30 0.29  0.102
N -2.43 2.41 1.79  0.166
S 3.29 2.16 -0.81  0.965
C -2.89 1.13 1.51  -0.418
C 1.75 1.50 -0.32  -0.556
C -1.24 2.71 1.44  -0.062
C 1.37 0.12 -0.68  -0.040
C 0.14 -0.34 -0.34  0.030
C -2.10 0.14 0.68  -0.115
C -0.82 0.52 0.37  -0.114
C -3.74 -3.67 -0.18  -0.061
C 5.59 1.86 3.10  -0.072
C 4.53 2.74 2.98  -0.085
C -3.86 -2.64 -1.10  -0.123
C -2.97 -3.52 0.98  -0.091
C 5.99 1.08 2.00  -0.104
C 3.81 2.84 1.81  -0.083
C -3.30 -1.42 -0.83  -0.553
C -2.36 -2.30 1.23  -0.571
C 5.24 1.16 0.81  -0.671
C 4.14 2.00 0.73  -0.566
C -2.60 -1.22 0.35  -0.231
N -0.34 1.82 0.74  -0.006
H -0.85 3.68 1.66  0.121
H 2.09 -0.48 -1.21  0.101
H -0.06 -1.36 -0.67  0.130
H -4.23 -4.59 -0.43  0.106
H 6.17 1.83 4.00  0.101
H 4.29 3.37 3.82  0.106
H -4.38 -2.75 -2.06  0.113
H -2.86 -4.36 1.67  0.106
H 6.87 0.44 2.06  0.098
H 2.96 3.51 1.72  0.104

Output
* E_tot: -4862.08878 hartree
* relative energy (zero: lowest compared OMol25 entry of this formula, charge and spin): 7.6 kcal per mole
* maximum force: 0.0769 Eh/bohr
* frontier orbital gap: 7.696 eV
* SMILES: O=c1ncn2nc(Sc3ccccc3Br)ccc2c1-c1c(Cl)cccc1Cl

***

No. 3
Here is a structure of composition C19H10Cl2EuIN4O5 in a non-equilibrium geometry from the Open Molecules 2025 dataset. Energies are from wB97M-V/def2-TZVPD.

Each line ends with the Löwdin charge.
Cartesian coordinates (Å):
Eu 0.13 -0.41 -0.26  2.003
O 4.30 -1.40 -0.20  0.079
C 3.13 -1.28 -0.47  -0.598
O 2.34 -0.31 -0.17  -0.208
C 2.40 -2.41 -1.25  -0.162
C 3.01 -3.58 -1.71  0.026
C 2.21 -4.50 -2.38  -0.027
C 0.86 -4.25 -2.59  0.023
C 0.33 -3.06 -2.08  -0.160
N 1.12 -2.19 -1.45  -0.001
C -1.14 -2.63 -2.17  -0.595
O -1.85 -3.11 -3.03  0.074
O -1.46 -1.73 -1.30  -0.217
H 4.06 -3.75 -1.52  0.122
H 2.64 -5.42 -2.75  0.113
H 0.22 -4.94 -3.11  0.122
Cl -0.65 -2.23 4.41  0.727
C -0.51 -0.57 4.05  -0.597
C -0.46 0.37 5.09  -0.120
C -0.34 1.71 4.83  -0.615
Cl -0.27 2.82 6.15  0.698
C -0.28 2.20 3.49  -0.168
C -0.20 3.55 3.15  -0.013
C -0.18 3.91 1.83  -0.037
C -0.24 2.91 0.85  -0.118
N -0.32 1.63 1.13  -0.011
C -0.35 1.25 2.43  -0.147
C -0.44 -0.17 2.70  -0.418
O -0.46 -1.01 1.74  -0.248
H -0.50 0.02 6.11  0.106
H -0.15 4.30 3.93  0.095
H -0.11 4.95 1.54  0.108
H -0.23 3.17 -0.20  0.097
I -2.09 4.16 -4.73  0.886
C -1.85 2.54 -3.49  -0.778
C -2.81 1.63 -3.10  -0.123
N -2.21 0.76 -2.28  -0.001
N -0.91 1.03 -2.14  -0.086
C -0.67 2.12 -2.86  -0.203
H -3.85 1.55 -3.35  0.124
H -2.53 -0.15 -1.93  0.137
H 0.31 2.55 -2.90  0.112

Output
* E_tot: -3253.86861 hartree
* maximum force: 0.0397 Eh/bohr
* spin multiplicity: 7
* frontier orbital gap (alpha / beta): 7.242 / 7.411 eV

***

No. 4
Here is a structure of composition C19H10F5GaN2O7SSe from the Open Molecules 2025 dataset. Energies are from wB97M-V/def2-TZVPD.

Each line ends with the Löwdin charge.
Cartesian coordinates (Å):
Ga 0.62 1.20 0.70  0.311
O 3.69 -1.56 -0.61  0.205
C 2.65 -0.83 -0.28  -0.437
O 2.60 -0.09 0.69  0.050
C 1.46 -0.97 -1.17  -0.133
C 1.35 -1.73 -2.31  0.057
C 0.13 -1.68 -2.99  0.031
C -0.91 -0.91 -2.50  0.060
C -0.70 -0.16 -1.36  -0.136
N 0.47 -0.20 -0.73  0.122
C -1.71 0.78 -0.71  -0.526
O -2.79 0.95 -1.21  0.134
O -1.25 1.35 0.38  -0.030
H 4.41 -1.40 0.01  0.162
H 2.18 -2.30 -2.69  0.127
H 0.02 -2.23 -3.92  0.132
H -1.87 -0.84 -3.00  0.137
N 1.17 2.74 -0.66  0.082
C 1.72 2.24 -1.91  -0.300
C 3.03 1.79 -1.91  -0.041
C 3.51 1.10 -3.02  -0.036
C 2.67 0.84 -4.09  -0.244
C 1.39 1.40 -4.12  -0.032
C 0.91 2.11 -3.02  -0.022
S 3.16 -0.31 -5.38  0.418
O 2.54 0.20 -6.58  -0.333
O 2.57 -1.55 -4.88  -0.359
O 4.61 -0.29 -5.34  -0.338
H 0.29 3.24 -0.79  0.127
H 1.81 3.40 -0.23  0.110
H 3.66 1.95 -1.04  0.125
H 4.52 0.70 -3.04  0.121
H 0.77 1.23 -4.99  0.126
H -0.10 2.49 -3.02  0.127
F -2.52 -0.13 6.44  0.146
C -1.66 0.42 5.59  -0.129
C -1.17 1.69 5.81  -0.134
F -1.56 2.37 6.88  0.142
C -0.27 2.26 4.91  -0.245
F 0.17 3.49 5.16  0.096
C 0.15 1.57 3.79  -0.450
Se 1.40 2.37 2.57  0.945
C -0.34 0.29 3.61  -0.224
F 0.07 -0.45 2.54  0.050
C -1.24 -0.29 4.47  -0.137
F -1.69 -1.52 4.26  0.142

Output
* E_tot: -6590.06827 hartree
* relative energy (zero: lowest compared OMol25 entry of this formula, charge and spin): 0.0 kcal per mole
* maximum force: 0.0094 Eh/bohr
* frontier orbital gap: 6.740 eV

***

No. 5
Here is a structure of composition C19H10N3O8PtS2 in a non-equilibrium geometry from the Open Molecules 2025 dataset. Energies are from wB97M-V/def2-TZVPD.

Each line ends with the Löwdin charge.
Cartesian coordinates (Å):
Pt 0.00 0.06 -0.07  1.329
O 0.61 4.11 4.72  0.287
C 0.58 3.30 3.88  -0.149
C 0.97 3.50 2.35  -0.175
O 1.22 4.56 1.89  0.274
C 0.90 2.14 1.67  -0.454
C 0.12 1.27 2.61  -0.236
O -0.49 0.27 2.25  0.068
C 0.10 1.81 3.99  -0.215
O -0.26 1.30 5.01  0.248
O 0.50 2.12 0.44  -0.112
O 2.44 1.72 1.80  0.136
C 2.80 0.72 1.08  -0.327
N 1.98 -0.22 0.67  -0.133
S 2.68 -1.15 -0.54  0.668
O 1.97 -0.64 -1.70  -0.326
O 2.64 -2.54 -0.26  -0.232
C 4.28 -0.46 -0.34  -0.207
C 5.46 -0.82 -0.93  0.001
C 6.60 -0.10 -0.55  -0.022
C 6.53 0.92 0.39  -0.024
C 5.32 1.27 0.99  0.032
C 4.20 0.56 0.62  -0.112
H 5.52 -1.61 -1.66  0.134
H 7.55 -0.35 -1.00  0.123
H 7.43 1.45 0.66  0.121
H 5.27 2.06 1.73  0.133
N -2.22 -2.29 -0.39  0.123
C -2.75 -1.07 -0.29  -0.679
N -2.05 0.05 -0.36  -0.113
C -2.89 1.18 -0.28  -0.294
C -2.49 2.51 -0.37  -0.016
C -3.46 3.49 -0.27  -0.058
C -4.80 3.17 -0.08  -0.066
C -5.21 1.84 0.00  -0.070
C -4.23 0.86 -0.11  -0.456
S -4.45 -0.87 -0.08  1.154
H -1.23 -2.43 -0.53  0.093
H -2.79 -3.11 -0.29  0.114
H -1.45 2.77 -0.52  0.095
H -3.17 4.53 -0.35  0.113
H -5.54 3.95 -0.01  0.113
H -6.25 1.59 0.13  0.117

Output
* E_tot: -2411.54359 hartree
* maximum force: 0.0237 Eh/bohr
* spin multiplicity: 5
* charge: +1
* frontier orbital gap (alpha / beta): 7.435 / 4.805 eV

***

No. 6
Here is a structure of composition C19H11BrIN4O3S5Tc from the Open Molecules 2025 dataset. Energies are from wB97M-V/def2-TZVPD.

Each line ends with the Löwdin charge.
Cartesian coordinates (Å):
Tc -0.07 0.01 0.08  1.121
C 0.98 -5.14 -0.68  -0.363
S 0.75 -4.98 -2.47  0.878
C -0.73 -4.07 -2.59  -0.981
C -0.99 -2.78 -2.08  -1.033
S 0.25 -1.86 -1.38  0.607
S -2.58 -2.20 -2.35  0.979
C -3.13 -3.51 -3.34  -1.430
S -4.61 -3.55 -4.02  0.726
S -1.97 -4.78 -3.50  1.006
H 2.02 -5.43 -0.55  0.046
H 0.33 -5.93 -0.30  0.032
H 0.79 -4.21 -0.17  -0.005
O -1.58 1.12 -0.37  -0.381
N -2.36 0.64 -1.35  -0.008
C -3.39 1.37 -1.58  -0.278
C -4.28 0.93 -2.62  -0.164
N -4.98 0.57 -3.46  0.204
C -3.67 2.58 -0.85  -0.145
N -3.86 3.54 -0.25  0.202
Br -2.42 -4.88 1.36  0.835
C -2.34 -3.80 2.92  -0.581
C -2.61 -4.42 4.12  -0.116
C -2.54 -3.70 5.31  -0.055
C -2.19 -2.36 5.29  -0.057
C -1.90 -1.75 4.08  -0.018
C -1.98 -2.45 2.88  -0.167
C -1.71 -1.74 1.60  -0.558
O -2.33 -1.91 0.58  -0.015
O -0.71 -0.85 1.68  -0.238
H -2.88 -5.47 4.13  0.103
H -2.77 -4.20 6.24  0.115
H -2.14 -1.80 6.21  0.111
H -1.63 -0.71 4.06  0.107
I 1.49 1.93 -1.44  1.099
C 1.26 2.56 0.54  -0.718
C 1.82 3.70 1.07  -0.081
C 1.60 3.94 2.42  -0.017
C 0.85 3.03 3.16  -0.014
C 0.34 1.91 2.55  -0.070
N 0.54 1.68 1.24  -0.155
H 2.40 4.37 0.45  0.116
H 2.01 4.82 2.88  0.127
H 0.67 3.19 4.22  0.123
H -0.25 1.17 3.07  0.110

Output
* E_tot: -6118.48157 hartree
* maximum force: 0.0130 Eh/bohr
* spin multiplicity: 4
* charge: +1
* frontier orbital gap (alpha / beta): 7.153 / 5.470 eV

***

No. 7
Here is a structure of composition C19H11Cl2F11N4O4S3Ti in a non-equilibrium geometry from the Open Molecules 2025 dataset. Energies are from wB97M-V/def2-TZVPD.

Each line ends with the Löwdin charge.
Cartesian coordinates (Å):
Ti -0.39 -1.19 -0.41  0.802
F 1.07 -1.00 4.25  0.154
C 1.08 -0.63 2.98  -0.642
F 1.59 0.64 2.99  0.088
F 1.95 -1.35 2.29  0.143
S -0.56 -0.28 2.07  0.624
O 0.13 0.16 0.81  -0.438
O -1.09 0.81 2.83  -0.266
N -1.58 -1.37 1.67  -0.383
S -0.84 -2.94 1.66  0.808
O -0.14 -3.00 2.94  -0.454
O 0.20 -2.63 0.53  -0.574
C -1.78 -3.59 -1.66  -0.184
F -0.86 -2.45 -1.98  -0.229
F -2.36 -2.99 -0.49  -0.169
F -2.79 -3.29 -2.59  -0.090
Cl 2.19 -3.30 -1.76  0.774
C 2.98 -1.84 -1.31  -0.580
C 4.34 -1.91 -1.05  -0.121
C 5.06 -0.77 -0.76  -0.098
C 4.41 0.44 -0.69  -0.126
C 3.05 0.51 -0.93  -0.588
Cl 2.27 2.03 -0.64  0.706
C 2.27 -0.61 -1.29  -0.388
N 0.91 -0.53 -1.63  -0.465
H 4.82 -2.88 -1.09  0.099
H 6.13 -0.83 -0.58  0.100
H 4.95 1.35 -0.43  0.098
C -5.47 -0.31 -2.21  -0.005
C -4.19 0.19 -1.62  -0.286
C -3.84 1.38 -1.04  0.017
C -2.47 1.27 -0.72  -0.310
N -2.01 0.06 -1.08  -0.016
N -3.08 -0.57 -1.62  0.069
C -1.64 2.40 -0.20  -0.020
H -6.25 0.43 -2.06  0.079
H -5.77 -1.25 -1.73  0.086
H -5.35 -0.50 -3.27  0.077
H -4.46 2.24 -0.88  0.111
H -3.00 -1.48 -2.05  0.114
H -2.30 3.23 0.03  0.082
H -0.93 2.71 -0.97  0.060
H -1.08 2.14 0.69  0.052
F -2.60 -2.06 -6.83  0.127
C -1.90 -1.44 -5.89  -0.141
C -0.66 -1.91 -5.50  -0.141
F -0.16 -3.00 -6.10  0.125
C 0.07 -1.25 -4.53  -0.230
F 1.27 -1.70 -4.22  0.100
C -0.42 -0.10 -3.90  -0.354
S 0.46 0.78 -2.66  0.987
C -1.67 0.35 -4.32  -0.240
F -2.18 1.47 -3.78  0.095
C -2.40 -0.29 -5.29  -0.148
F -3.60 0.17 -5.66  0.107

Output
* E_tot: -5313.63142 hartree
* relative energy (zero: lowest compared OMol25 entry of this formula, charge and spin): 23.5 kcal per mole
* maximum force: 0.0588 Eh/bohr
* spin multiplicity: 2
* charge: -1
* frontier orbital gap (alpha / beta): 6.908 / 7.875 eV

***

No. 8
Here is a structure of composition C19H11Cl3N4O4Ru from the Open Molecules 2025 dataset. Energies are from wB97M-V/def2-TZVPD.

Each line ends with the Löwdin charge.
Cartesian coordinates (Å):
Ru -0.22 -0.99 -0.32  1.373
O -0.80 1.74 -3.23  0.128
C -0.73 1.10 -2.22  -0.551
O 0.07 0.07 -2.00  -0.161
C -1.54 1.48 -0.99  -0.160
C -2.45 2.51 -0.84  0.045
C -3.13 2.62 0.37  -0.003
C -2.91 1.70 1.40  0.040
C -1.98 0.69 1.18  -0.162
N -1.33 0.64 0.02  -0.029
C -1.63 -0.47 2.10  -0.568
O -2.18 -0.60 3.16  0.109
O -0.68 -1.24 1.62  -0.159
H -2.62 3.19 -1.66  0.135
H -3.84 3.41 0.52  0.123
H -3.43 1.74 2.34  0.135
C 3.20 1.41 0.55  -0.010
C 4.24 0.50 0.47  -0.013
C 3.95 -0.83 0.25  0.024
C 2.63 -1.22 0.11  -0.167
N 1.63 -0.33 0.19  -0.021
C 1.91 0.96 0.40  -0.067
C 2.19 -2.61 -0.13  -0.173
C 3.02 -3.72 -0.03  0.023
C 2.48 -4.98 -0.20  -0.013
C 1.13 -5.11 -0.45  -0.018
C 0.36 -3.97 -0.55  -0.080
N 0.88 -2.75 -0.40  -0.024
H 3.39 2.46 0.73  0.123
H 5.27 0.82 0.58  0.125
H 4.74 -1.56 0.17  0.119
H 1.06 1.63 0.44  0.122
H 4.07 -3.60 0.20  0.119
H 3.11 -5.86 -0.12  0.125
H 0.66 -6.08 -0.58  0.121
H -0.70 -4.01 -0.75  0.108
Cl -5.19 -3.65 -1.26  0.673
C -4.63 -2.29 -0.30  -1.618
Cl -5.59 -0.84 -0.61  0.663
Cl -4.61 -2.67 1.42  0.692
C -3.24 -1.99 -0.67  -0.297
N -2.16 -1.76 -0.95  0.169

Output
* E_tot: -2725.96234 hartree
* relative energy (zero: lowest compared OMol25 entry of this formula, charge and spin): 0.0 kcal per mole
* maximum force: 0.0160 Eh/bohr
* spin multiplicity: 2
* charge: +1
* frontier orbital gap (alpha / beta): 8.543 / 7.727 eV